# 1
{"formula": "C31H20BrCl66FN3", "method": "wB97M-V/def2-TZVPD", "homo_energy_ev": -11.96, "orbital_gap_ev": 8.764, "energy_ev": -936161.21411, "charge": 1, "symbols": ["C", "C", "C", "Br", "C", "C", "N", "F", "C", "C", "N", "C", "Cl", "C", "C", "Cl", "C", "C", "C", "C", "C", "N", "H", "H", "H", "H", "H", "H", "H", "H", "H", "H", "H", "H", "H", "H", "H", "H", "H", "H", "H", "H", "C", "Cl", "Cl", "Cl", "Cl", "C", "Cl", "Cl", "Cl", "Cl", "C", "Cl", "Cl", "Cl", "Cl", "C", "Cl", "Cl", "Cl", "Cl", "C", "Cl", "Cl", "Cl", "Cl", "C", "Cl", "Cl", "Cl", "Cl", "C", "Cl", "Cl", "Cl", "Cl", "C", "Cl", "Cl", "Cl", "Cl", "C", "Cl", "Cl", "Cl", "Cl", "C", "Cl", "Cl", "Cl", "Cl", "C", "Cl", "Cl", "Cl", "Cl", "C", "Cl", "Cl", "Cl", "Cl", "C", "Cl", "Cl", "Cl", "Cl", "C", "Cl", "Cl", "Cl", "Cl", "C", "Cl", "Cl", "Cl", "Cl", "C", "Cl", "Cl", "Cl", "Cl"], "coordinates": [[5.457, -2.246, 3.943], [4.169, -1.243, 4.003], [2.974, -1.786, 3.159], [2.513, -3.588, 3.973], [1.573, -0.990, 3.118], [0.724, -1.115, 4.514], [-0.156, -0.020, 4.898], [-1.368, -0.608, 5.277], [-0.505, 1.017, 3.918], [-0.071, 0.540, 2.422], [1.449, 0.279, 2.359], [2.013, 1.590, 2.636], [1.863, 2.834, 1.246], [2.580, 2.219, 3.751], [3.098, 3.749, 3.798], [2.703, 1.321, 5.290], [1.839, -0.058, 0.900], [3.309, 0.064, 0.539], [3.783, -0.197, -0.886], [2.603, -0.572, -1.776], [1.215, -0.676, -1.204], [0.733, -0.444, 0.100], [5.268, -3.071, 4.723], [6.390, -1.646, 4.227], [5.489, -2.654, 2.883], [3.861, -1.265, 5.116], [4.527, -0.178, 3.813], [3.344, -2.113, 2.122], [0.967, -1.743, 2.460], [1.530, -1.238, 5.331], [0.120, -2.096, 4.544], [-0.183, 2.080, 4.159], [-1.657, 1.059, 3.859], [-0.691, -0.390, 2.261], [-0.419, 1.314, 1.674], [4.126, 3.822, 3.288], [3.288, 4.077, 4.894], [2.334, 4.482, 3.384], [4.023, 0.390, 1.371], [4.851, -0.100, -1.255], [2.777, -0.785, -2.878], [0.394, -0.988, -1.946], [6.931, 1.834, -3.135], [7.038, 0.920, -1.614], [5.374, 2.688, -3.199], [8.254, 3.014, -3.210], [7.058, 0.712, -4.507], [-0.174, -6.254, 2.083], [0.137, -4.529, 1.787], [0.941, -6.851, 3.331], [-1.848, -6.470, 2.634], [0.078, -7.160, 0.578], [2.996, -6.907, -2.278], [4.489, -7.491, -1.513], [2.440, -5.439, -1.443], [3.313, -6.532, -3.985], [1.744, -8.162, -2.172], [-3.483, -1.675, 0.307], [-1.761, -1.263, 0.472], [-3.652, -3.428, 0.087], [-4.354, -1.173, 1.772], [-4.158, -0.832, -1.103], [-1.260, 5.800, 2.448], [-2.971, 5.799, 2.917], [-0.469, 4.351, 3.108], [-1.132, 5.789, 0.676], [-0.467, 7.253, 3.089], [-6.646, 4.137, 1.587], [-5.160, 3.176, 1.422], [-8.010, 3.058, 1.949], [-6.451, 5.310, 2.907], [-6.962, 5.004, 0.070], [3.106, -0.133, -6.522], [4.144, 0.789, -5.411], [2.072, -1.239, -5.588], [2.088, 0.986, -7.450], [4.120, -1.072, -7.636], [-6.990, 2.783, 6.544], [-6.430, 1.252, 7.252], [-7.351, 2.542, 4.822], [-8.457, 3.324, 7.385], [-5.720, 4.014, 6.716], [4.478, 5.565, 7.739], [5.881, 6.294, 6.932], [4.967, 4.936, 9.325], [3.212, 6.791, 7.951], [3.848, 4.231, 6.741], [-0.934, 2.086, -9.778], [-2.665, 2.199, -9.398], [-0.365, 0.433, -9.458], [-0.676, 2.480, -11.489], [-0.030, 3.232, -8.764], [-6.315, 9.618, 2.296], [-4.828, 8.658, 2.133], [-7.680, 8.541, 2.658], [-6.120, 10.791, 3.615], [-6.630, 10.482, 0.777], [-2.503, -7.087, -2.380], [-0.778, -6.676, -2.274], [-2.683, -8.839, -2.602], [-3.323, -6.595, -0.882], [-3.232, -6.238, -3.760], [4.291, -2.994, -11.231], [4.852, -4.515, -10.504], [3.985, -3.243, -12.962], [2.792, -2.475, -10.433], [5.536, -1.744, -11.023], [-10.747, -0.306, 8.310], [-10.892, -2.059, 8.063], [-12.367, 0.412, 8.417], [-9.858, 0.008, 9.816], [-9.869, 0.414, 6.945], [1.126, -11.672, -4.553], [1.706, -13.208, -3.877], [0.752, -11.887, -6.276], [-0.337, -11.158, -3.688], [2.384, -10.432, -4.371], [-2.446, 5.401, -13.440], [-0.685, 5.249, -13.626], [-2.911, 4.924, -11.793], [-2.928, 7.086, -13.726], [-3.259, 4.345, -14.613]], "mulliken_charge": [-1.10, -0.05, -0.45, -0.04, 0.52, -1.23, 0.29, -0.25, -0.83, -0.43, 1.41, 0.34, -0.05, 0.05, -0.40, -0.10, -0.77, 0.13, -0.34, -0.52, -0.24, 0.11, 0.29, 0.35, 0.27, 0.25, 0.14, 0.51, -0.10, 0.37, 0.42, 0.07, 0.46, -0.01, 0.87, 0.35, -0.27, 0.27, 0.29, 0.10, 0.07, 0.35, 0.36, -0.11, -0.09, -0.08, -0.07, 0.05, 0.10, -0.11, -0.08, 0.09, 0.17, -0.09, 0.04, -0.08, -0.01, 0.15, 0.05, 0.00, -0.08, -0.10, 0.12, 0.02, -0.01, -0.11, -0.09, 0.21, -0.02, -0.09, 0.01, -0.10, 0.11, 0.04, -0.11, 0.01, -0.04, 0.19, -0.06, 0.05, -0.06, -0.10, 0.27, -0.10, -0.09, -0.09, -0.10, 0.31, -0.10, -0.07, -0.03, -0.12, 0.29, -0.03, -0.08, -0.09, -0.09, 0.21, 0.02, -0.09, -0.06, -0.10, 0.31, -0.09, -0.09, -0.04, -0.10, 0.31, -0.10, -0.09, -0.10, -0.02, 0.29, -0.09, -0.09, -0.05, -0.08, 0.33, -0.10, -0.05, -0.10, -0.09]}


# 2
{"formula": "C31H20N3O6", "method": "wB97M-V/def2-TZVPD", "homo_energy_ev": -11.59, "orbital_gap_ev": 7.120, "energy_ev": -49215.10442, "charge": 1, "symbols": ["O", "N", "O", "C", "C", "N", "C", "N", "H", "H", "H", "H", "C", "C", "C", "C", "C", "C", "C", "O", "C", "C", "C", "C", "C", "C", "C", "O", "H", "H", "H", "H", "H", "H", "H", "H", "C", "C", "C", "C", "C", "C", "C", "O", "C", "C", "C", "C", "C", "C", "C", "O", "H", "H", "H", "H", "H", "H", "H", "H"], "coordinates": [[1.924, 1.369, -1.380], [2.304, 2.155, -2.202], [1.599, 2.015, -3.388], [0.217, 1.806, -3.033], [-0.719, 2.962, -2.515], [-1.974, 2.234, -2.264], [-1.811, 0.822, -2.618], [-0.465, 0.503, -3.115], [-0.478, 4.074, -2.365], [-2.867, 2.631, -1.900], [-2.562, -0.045, -2.566], [-0.026, -0.382, -3.420], [0.398, -3.707, 0.663], [-0.158, -2.627, -0.021], [-1.025, -2.849, -1.087], [-1.327, -4.154, -1.480], [-0.752, -5.233, -0.812], [0.104, -5.008, 0.269], [-1.027, -6.620, -1.253], [-0.527, -7.565, -0.667], [-1.910, -6.840, -2.419], [-2.134, -8.139, -2.881], [-2.974, -8.356, -3.970], [-3.601, -7.279, -4.594], [-3.377, -5.983, -4.140], [-2.523, -5.760, -3.056], [-2.263, -4.378, -2.603], [-2.808, -3.430, -3.152], [1.067, -3.533, 1.501], [0.082, -1.612, 0.280], [-1.456, -2.002, -1.613], [0.544, -5.846, 0.802], [-1.651, -8.983, -2.398], [-3.142, -9.366, -4.331], [-4.262, -7.449, -5.439], [-3.865, -5.147, -4.633], [3.813, 6.449, 5.862], [3.252, 7.528, 5.181], [2.384, 7.304, 4.116], [2.085, 5.999, 3.721], [2.667, 4.919, 4.387], [3.523, 5.147, 5.467], [2.397, 3.533, 3.947], [2.901, 2.588, 4.530], [1.512, 3.309, 2.782], [1.294, 2.009, 2.319], [0.453, 1.788, 1.232], [-0.180, 2.863, 0.610], [0.039, 4.160, 1.065], [0.894, 4.385, 2.146], [1.149, 5.771, 2.600], [0.597, 6.712, 2.051], [4.483, 6.625, 6.699], [3.488, 8.544, 5.482], [1.946, 8.149, 3.593], [3.969, 4.311, 5.999], [1.782, 1.167, 2.801], [0.289, 0.777, 0.870], [-0.840, 2.691, -0.231], [-0.453, 4.994, 0.573]], "mulliken_charge": [-0.16, 0.22, -0.22, 0.37, -0.38, -0.02, -0.26, 0.01, 0.39, 0.28, 0.46, 0.33, -0.56, 0.20, -0.73, 0.31, 0.16, -0.77, 0.62, -0.64, 0.15, -0.54, -0.48, -0.50, -0.52, 0.16, 0.56, -0.71, 0.42, 0.33, 0.32, 0.49, 0.47, 0.41, 0.40, 0.44, -0.49, -0.48, -0.57, 0.22, 0.14, -0.56, 0.62, -0.65, 0.08, -0.88, -0.17, -0.14, -0.80, 0.08, 0.59, -0.66, 0.40, 0.40, 0.46, 0.46, 0.48, 0.42, 0.53, 0.51]}


# 3
{"formula": "C31H21CrF4N6O3S", "method": "wB97M-V/def2-TZVPD", "homo_energy_ev": [-10.44, -11.14], "orbital_gap_ev": [6.046, 6.455], "energy_ev": -97688.92844, "spin_multiplicity": 5, "charge": 1, "symbols": ["Cr", "O", "C", "C", "O", "O", "C", "C", "C", "C", "C", "C", "C", "C", "C", "C", "C", "C", "H", "H", "H", "H", "H", "H", "H", "H", "H", "H", "H", "N", "C", "C", "N", "C", "H", "H", "H", "H", "F", "C", "C", "F", "C", "C", "C", "F", "C", "C", "C", "N", "C", "N", "F", "C", "C", "N", "C", "N", "C", "S", "C", "H", "H", "H", "H", "H", "H"], "coordinates": [[0.833, -1.567, -1.279], [1.066, -1.077, 0.624], [2.416, -1.288, 1.256], [3.287, -1.714, 0.068], [4.450, -1.915, 0.154], [2.573, -2.053, -1.053], [2.353, -2.431, 2.285], [3.503, -2.674, 3.105], [3.408, -3.614, 4.125], [2.182, -4.249, 4.351], [1.059, -3.985, 3.618], [1.179, -3.070, 2.562], [2.814, 0.016, 1.891], [3.471, 1.044, 1.166], [3.766, 2.237, 1.769], [3.357, 2.484, 3.088], [2.602, 1.515, 3.781], [2.394, 0.294, 3.187], [0.747, -0.231, 0.930], [4.495, -2.221, 2.851], [4.249, -3.908, 4.759], [2.195, -4.968, 5.173], [0.116, -4.430, 3.844], [0.210, -2.798, 2.094], [3.772, 0.911, 0.147], [4.308, 2.997, 1.173], [3.533, 3.409, 3.604], [2.171, 1.676, 4.743], [1.918, -0.547, 3.732], [-2.388, -4.035, -0.598], [-3.118, -2.899, -0.813], [-2.245, -1.911, -1.110], [-0.970, -2.435, -1.067], [-1.095, -3.685, -0.714], [-2.668, -4.955, -0.304], [-4.181, -2.913, -0.719], [-2.523, -0.923, -1.339], [-0.325, -4.430, -0.587], [-0.653, 5.214, -0.527], [-1.753, 4.532, -0.753], [-3.049, 5.127, -0.624], [-3.131, 6.439, -0.274], [-4.236, 4.425, -0.806], [-4.068, 3.079, -1.108], [-2.788, 2.509, -1.432], [-2.829, 1.195, -1.823], [-1.597, 3.246, -1.239], [-0.305, 2.617, -1.453], [-0.200, 1.272, -1.544], [-0.085, 0.125, -1.755], [0.877, 3.227, -1.914], [1.898, 3.644, -2.285], [-5.146, 2.289, -1.272], [-5.534, 5.036, -0.728], [-5.780, 6.403, -0.337], [-6.025, 7.453, 0.014], [-6.738, 4.376, -0.963], [-7.716, 3.818, -1.204], [1.717, -1.255, -4.311], [0.747, -2.586, -3.457], [-0.858, -2.239, -4.217], [1.694, -1.393, -5.377], [2.731, -1.377, -3.923], [1.326, -0.260, -4.093], [-1.320, -1.379, -3.733], [-1.479, -3.155, -4.130], [-0.614, -2.042, -5.226]], "mulliken_charge": [0.76, -0.54, 3.78, -0.31, -0.49, -0.54, -1.26, -0.03, -0.92, -0.28, -1.29, 0.44, -0.61, -0.33, -0.90, -0.54, -0.93, 0.22, 0.33, 0.39, 0.41, 0.37, 0.49, 0.25, 0.52, 0.41, 0.43, 0.48, 0.34, -0.02, -0.80, -0.68, 0.96, -0.85, 0.24, 0.48, 0.62, 0.54, -0.29, 0.34, 0.10, -0.30, 0.55, 0.05, -0.05, -0.24, 0.71, -0.21, 0.16, 0.17, -0.14, -0.55, -0.33, 0.52, 0.04, -0.42, 0.06, -0.48, -0.92, 0.00, -0.69, 0.43, 0.31, 0.24, 0.08, 0.28, 0.47]}